Model P:
{"formula": "C5H14", "method": "the ωB97M-V functional and the def2-TZVPD basis", "elements": ["C", "C", "C", "H", "H", "H", "H", "H", "H", "H", "H", "C", "C", "H", "H", "H", "H", "H", "H"], "xyz": [[1.6883, -0.0806, -1.4507], [0.2991, 0.5763, -1.6180], [-0.7243, -0.4078, -2.1992], [2.1792, -0.0056, -2.4277], [1.6981, -1.1177, -1.1333], [2.2712, 0.5800, -0.8086], [0.0519, 0.9405, -0.6148], [0.4874, 1.4991, -2.1613], [-0.2927, -1.3829, -1.9875], [-1.7816, -0.3592, -1.9593], [-0.6281, -0.4224, -3.2954], [-0.8921, -0.7188, 2.4695], [-0.3511, 0.6949, 2.6611], [-1.9699, -0.8009, 2.6037], [-0.5583, -1.1491, 1.5241], [-0.4540, -1.3897, 3.2121], [-0.3992, 1.2168, 1.7016], [-0.7863, 1.3181, 3.4359], [0.7067, 0.6290, 2.9326]], "homo_energy_ev": -11.17, "smiles": "CCC.CC", "gap_ev": 12.31}

---

Model Q:
{"formula": "C5H14", "method": "the ωB97M-V functional and the def2-TZVPD basis", "elements": ["C", "C", "C", "H", "H", "H", "H", "H", "H", "H", "H", "C", "C", "H", "H", "H", "H", "H", "H"], "xyz": [[-0.1770, 1.9732, -1.2374], [-0.0100, 2.1614, 0.2876], [1.2801, 1.4948, 0.7830], [0.6958, 1.4973, -1.6676], [-0.2589, 2.9440, -1.7094], [-1.0690, 1.4008, -1.4768], [0.0007, 3.2188, 0.5633], [-0.8960, 1.7830, 0.8045], [2.0402, 1.7890, 0.0540], [1.6520, 1.7836, 1.7630], [1.1618, 0.4146, 0.7542], [-0.1626, -2.2810, -0.4174], [-0.9352, -3.0794, 0.6140], [0.5627, -1.6008, 0.0088], [0.5115, -2.8314, -1.0792], [-0.8262, -1.6967, -1.0347], [-1.0968, -2.5305, 1.5432], [-0.5168, -4.0592, 0.8470], [-1.9442, -3.2826, 0.2490]], "homo_energy_ev": -11.28, "smiles": "CCC.CC", "gap_ev": 12.42}

---

Model R:
{"formula": "C5H14", "method": "the ωB97M-V functional and the def2-TZVPD basis", "elements": ["C", "C", "C", "H", "H", "H", "H", "H", "H", "H", "H", "C", "C", "H", "H", "H", "H", "H", "H"], "xyz": [[0.2067, 0.3298, -2.3478], [-0.4500, -0.6698, -1.3777], [-0.3949, -2.1050, -1.8919], [-0.2821, 0.3553, -3.3224], [1.2428, 0.0193, -2.4874], [0.2236, 1.3102, -1.8769], [0.1362, -0.5981, -0.4596], [-1.4748, -0.3413, -1.1722], [-0.6258, -2.2130, -2.9567], [0.6207, -2.4851, -1.7669], [-1.0726, -2.7286, -1.3157], [-0.0417, 1.3003, 1.9183], [0.5445, 0.9876, 3.3139], [-0.7682, 0.5300, 1.6263], [0.7428, 1.3127, 1.1729], [-0.6388, 2.2185, 1.9364], [0.0396, 1.5781, 4.0765], [1.5997, 1.2607, 3.3740], [0.3920, -0.0617, 3.5568]], "homo_energy_ev": -11.47, "smiles": "CCC.CC", "gap_ev": 12.60}

---

Which structure loses on stability? model P does.

---

Model P:
{"formula": "C5H14", "method": "the ωB97M-V functional and the def2-TZVPD basis", "elements": ["C", "C", "C", "H", "H", "H", "H", "H", "H", "H", "H", "C", "C", "H", "H", "H", "H", "H", "H"], "xyz": [[-1.4570, 0.8180, -1.4344], [-1.6735, 0.8850, 0.0817], [-2.1762, -0.4182, 0.6965], [-2.2910, 1.2928, -1.9527], [-1.3853, -0.1982, -1.8042], [-0.5651, 1.3696, -1.7147], [-0.7411, 1.1433, 0.5781], [-2.3934, 1.6598, 0.3222], [-1.5092, -1.2448, 0.4594], [-2.2352, -0.3408, 1.7795], [-3.1677, -0.7024, 0.3534], [3.1648, -0.7741, 0.4464], [1.7332, -0.2354, 0.1997], [3.4766, -0.5358, 1.4597], [3.1733, -1.8656, 0.4369], [3.8902, -0.3519, -0.2448], [1.4468, 0.4044, 1.0183], [1.0791, -1.0980, 0.1162], [1.6309, 0.1923, -0.7972]], "homo_energy_ev": -11.33, "smiles": "CCC.CC", "gap_ev": 12.47}

---

Model Q:
{"formula": "C5H14", "method": "the ωB97M-V functional and the def2-TZVPD basis", "elements": ["C", "C", "C", "H", "H", "H", "H", "H", "H", "H", "H", "C", "C", "H", "H", "H", "H", "H", "H"], "xyz": [[-1.1433, -0.9279, 1.9822], [-1.1931, 0.4280, 1.2531], [-0.1971, 1.5223, 1.7115], [-1.0593, -0.8748, 3.0811], [-2.0210, -1.4691, 1.6941], [-0.2462, -1.4531, 1.6237], [-2.2714, 0.6225, 1.2741], [-1.0477, 0.3170, 0.1848], [-0.5661, 2.3947, 1.1580], [0.8198, 1.2201, 1.4802], [-0.2936, 1.7416, 2.7944], [0.8142, -0.5905, -1.6121], [1.5032, -0.3239, -2.9562], [-0.2753, -0.7878, -1.6705], [1.1920, -1.5034, -1.1441], [0.8368, 0.3058, -1.0105], [2.4019, -0.9254, -3.0944], [1.9104, 0.6944, -2.9267], [0.8358, -0.3906, -3.8226]], "homo_energy_ev": -10.94, "smiles": "CCC.CC", "gap_ev": 12.06}

---

Model R:
{"formula": "C5H14", "method": "the ωB97M-V functional and the def2-TZVPD basis", "elements": ["C", "C", "C", "H", "H", "H", "H", "H", "H", "H", "H", "C", "C", "H", "H", "H", "H", "H", "H"], "xyz": [[2.1470, 0.2708, 1.7833], [1.8709, 0.3243, 0.2838], [2.1602, 1.7107, -0.3016], [3.2329, 0.1761, 1.8789], [1.6842, -0.4797, 2.4146], [1.8882, 1.2546, 2.1952], [2.4804, -0.4468, -0.1992], [0.8324, 0.1195, 0.0019], [2.8865, 2.3297, 0.2362], [2.4323, 1.6390, -1.3519], [1.2775, 2.3617, -0.2199], [-2.5000, -1.4706, -1.3772], [-3.3400, -0.7742, -0.3259], [-2.9770, -2.4173, -1.6549], [-2.2344, -1.0043, -2.3361], [-1.5104, -1.7415, -0.9991], [-3.2233, -1.4746, 0.5070], [-2.7683, 0.0806, 0.0580], [-4.3391, -0.4580, -0.5932]], "homo_energy_ev": -11.28, "smiles": "CCC.CC", "gap_ev": 12.26}

---

Model S:
{"formula": "C5H14", "method": "the ωB97M-V functional and the def2-TZVPD basis", "elements": ["C", "C", "C", "H", "H", "H", "H", "H", "H", "H", "H", "C", "C", "H", "H", "H", "H", "H", "H"], "xyz": [[1.8336, 1.8554, 0.7418], [0.8888, 0.8045, 1.3797], [-0.4258, 1.4203, 1.9114], [1.4374, 2.8540, 0.8991], [2.7889, 1.9031, 1.2732], [2.0695, 1.5430, -0.2722], [1.3487, 0.3753, 2.2674], [0.6289, 0.0640, 0.6279], [-1.0851, 1.6141, 1.0616], [-0.2649, 2.3492, 2.4662], [-0.9084, 0.6981, 2.5556], [-0.7031, -1.6082, -1.2373], [-1.4058, -2.2346, -2.4581], [-0.1720, -0.7036, -1.5366], [-1.4377, -1.4745, -0.4533], [0.1621, -2.2242, -0.9788], [-1.9424, -1.4692, -2.9992], [-2.1070, -3.0132, -2.1568], [-0.7057, -2.7535, -3.0916]], "homo_energy_ev": -11.23, "smiles": "CCC.CC", "gap_ev": 12.27}

---

Which structure loses on stability? model Q does.

---

Model P:
{"formula": "C5H14", "method": "the ωB97M-V functional and the def2-TZVPD basis", "elements": ["C", "C", "C", "H", "H", "H", "H", "H", "H", "H", "H", "C", "C", "H", "H", "H", "H", "H", "H"], "xyz": [[-1.6195, 0.7654, 0.2140], [-1.2167, 0.2030, 1.6059], [0.0085, 0.8732, 2.2007], [-0.8160, 1.0274, -0.4357], [-2.2185, 1.6644, 0.3786], [-2.3488, 0.0175, -0.1240], [-2.1076, 0.3001, 2.2202], [-0.8515, -0.8269, 1.4710], [0.2383, 0.5566, 3.2243], [0.9587, 0.7346, 1.6822], [-0.0373, 1.9742, 2.2197], [0.6858, -0.8713, -1.2592], [1.8056, -0.8501, -2.3029], [-0.2053, -0.6629, -1.8305], [0.7145, -1.7923, -0.6758], [0.8579, -0.1483, -0.4533], [1.4818, -1.6608, -2.9866], [1.8658, -0.0707, -3.0642], [2.8044, -1.2329, -2.0843]], "homo_energy_ev": -11.05, "smiles": "CCC.CC", "gap_ev": 12.17}

---

Model Q:
{"formula": "C5H14", "method": "the ωB97M-V functional and the def2-TZVPD basis", "elements": ["C", "C", "C", "H", "H", "H", "H", "H", "H", "H", "H", "C", "C", "H", "H", "H", "H", "H", "H"], "xyz": [[1.0021, 0.6085, -2.2706], [-0.2760, -0.0997, -1.9088], [-0.0008, -1.4136, -1.1920], [1.8753, 0.5088, -1.6139], [1.4126, 0.1776, -3.1994], [1.0419, 1.6737, -2.5167], [-1.0460, 0.4834, -1.4024], [-0.7632, -0.3154, -2.8630], [0.7955, -1.4483, -0.4511], [-0.8305, -1.7201, -0.5366], [0.0797, -2.2111, -1.9295], [-0.3897, 0.8463, 1.9294], [-0.4004, 0.0690, 3.2482], [0.6497, 1.0259, 1.6388], [-0.6952, 0.1126, 1.1760], [-0.9883, 1.7485, 1.9093], [-1.4085, -0.2785, 3.4617], [0.0347, 0.6369, 4.0683], [0.2100, -0.8290, 3.1526]], "homo_energy_ev": -11.15, "smiles": "CCC.CC", "gap_ev": 12.27}

---

Model R:
{"formula": "C5H14", "method": "the ωB97M-V functional and the def2-TZVPD basis", "elements": ["C", "C", "C", "H", "H", "H", "H", "H", "H", "H", "H", "C", "C", "H", "H", "H", "H", "H", "H"], "xyz": [[0.1608, -0.4175, 2.5543], [-0.9654, 0.3275, 1.7788], [-0.1623, 1.4631, 1.0376], [0.6986, 0.2287, 3.3413], [0.7249, -0.9881, 1.8426], [-0.3586, -1.0886, 3.1660], [-1.3822, -0.3902, 1.0133], [-1.7916, 0.8836, 2.2610], [0.9248, 1.2108, 0.8377], [-0.3071, 1.7784, 0.0455], [-0.2056, 2.4870, 1.5625], [0.2280, -0.4994, -1.7469], [0.4880, -0.9413, -3.1582], [-0.8123, -0.0952, -1.5471], [0.3661, -1.3280, -1.0601], [0.9235, 0.2721, -1.2682], [-0.2041, -1.6600, -3.5284], [1.4795, -1.2410, -3.4141], [0.1950, -0.0019, -3.7175]], "homo_energy_ev": -11.12, "smiles": "CCC.CC", "gap_ev": 12.24}

---

Which structure loses on stability? model R does.